[1]
Formula: C51H90AlBFO25S
Source: the OMol25 dataset
Level of theory: the ωB97M-V functional and the def2-TZVPD basis

XYZ file:
```
170
Properties=species:S:1:pos:R:3:forces:R:3:mulliken_charge:R:1
C 5.54542 -3.57520 1.90020 0.280 0.029 -0.579 -1.280
C 5.46166 -3.55536 0.36550 -0.666 -0.065 0.690 -0.581
C 4.59691 -2.37280 -0.11175 0.745 -0.168 -0.598 -0.224
C 5.38259 -1.30706 -0.87935 -0.283 0.138 0.796 -0.807
C 4.61713 0.01964 -0.98925 0.719 0.358 -0.731 -0.894
C 3.91757 0.21731 -2.34062 -0.510 -0.661 0.359 -0.578
C 2.42560 -0.12875 -2.32804 -0.031 0.480 -0.328 -0.235
C 1.51664 1.07759 -2.08410 -0.055 -0.858 -0.274 -0.324
C 0.05748 0.64848 -2.28246 0.515 0.880 0.486 0.347
C -0.93558 1.65303 -1.68950 0.320 -0.082 0.315 -0.114
C -2.11770 1.00708 -0.97791 -0.433 0.516 -0.687 -0.641
C -2.85386 -0.04767 -1.82023 -0.041 -0.386 0.515 -0.485
Al -2.43077 -1.98854 -1.36962 -0.362 -0.207 -0.647 0.120
C -4.09893 -3.08804 -0.84011 0.266 0.787 -0.115 -0.722
S -5.70189 -2.26735 -1.16948 -0.165 -0.103 0.014 -0.175
C -6.02223 -1.52188 0.44381 0.170 -0.632 0.135 0.313
C -6.53882 -2.49363 1.50639 0.000 0.520 0.286 -1.231
C -1.62342 -2.94532 -3.01737 -0.345 0.071 0.401 -0.688
C -1.60971 -4.44772 -2.92565 0.707 0.044 -0.896 0.362
C -0.37647 -5.11498 -3.56702 -0.098 -0.298 0.653 -1.402
F -1.67720 -4.92792 -1.59246 -0.101 -0.035 0.110 -0.250
B -1.03124 -2.23910 0.22297 0.201 0.236 0.059 0.169
C -1.24540 -1.76785 1.73362 0.426 -0.517 0.086 -0.887
O 0.18967 -2.91227 -0.01448 0.300 1.089 0.331 -0.625
H 6.20354 -2.77556 2.23395 -0.068 0.150 0.256 0.287
H 4.54819 -3.43253 2.30182 -0.079 0.020 0.263 0.339
H 5.94146 -4.51804 2.26760 0.078 -0.102 0.096 0.388
H 4.97391 -4.48413 0.08123 0.151 -0.181 -0.311 0.372
H 6.46540 -3.52799 -0.05019 0.081 -0.039 -0.253 0.346
H 4.17150 -1.89189 0.76347 -0.323 0.038 0.057 0.386
H 3.79819 -2.73972 -0.75205 -0.305 0.036 0.127 0.039
H 5.68049 -1.64674 -1.86866 0.004 -0.157 -0.123 0.340
H 6.30623 -1.12630 -0.32490 0.139 -0.002 0.048 0.398
H 3.91745 0.13783 -0.16506 -0.108 0.002 0.127 0.391
H 5.36593 0.80684 -0.89581 -0.022 0.216 0.162 0.399
H 4.03150 1.23528 -2.70737 0.074 0.181 -0.017 0.144
H 4.38943 -0.43890 -3.06753 0.272 0.062 -0.174 0.434
H 2.16350 -0.51014 -3.31336 -0.116 -0.168 -0.100 0.450
H 2.18011 -0.91039 -1.60754 0.186 -0.119 0.129 -0.204
H 1.65479 1.47957 -1.08073 0.133 0.163 0.106 0.280
H 1.80287 1.81647 -2.83360 -0.072 0.423 0.111 0.095
H -0.05993 -0.30310 -1.76562 -0.225 -0.235 -0.204 -0.901
H -0.07756 0.54666 -3.35309 -0.319 -0.485 -0.143 0.423
H -0.39770 2.24618 -0.94355 0.069 0.188 0.020 0.165
H -1.26614 2.35954 -2.45280 -0.176 -0.010 -0.177 0.021
H -1.76922 0.64419 -0.00949 0.016 -0.283 0.028 0.059
H -2.82377 1.81341 -0.75375 0.025 0.175 0.254 0.333
H -3.92356 0.08702 -1.64771 -0.199 -0.158 -0.020 0.275
H -2.72290 0.12938 -2.88955 0.158 0.150 -0.152 0.382
H -4.11331 -4.02466 -1.38790 -0.030 -0.232 0.006 0.371
H -4.03022 -3.31925 0.22359 -0.233 -0.213 0.091 0.056
H -6.72859 -0.71065 0.32268 -0.021 0.119 -0.243 0.021
H -5.07357 -1.12403 0.80065 0.081 0.354 -0.036 0.091
H -7.27717 -3.19130 1.12528 -0.014 -0.109 -0.160 0.281
H -5.72398 -3.02192 1.99022 0.099 -0.337 -0.111 0.247
H -7.00836 -1.90472 2.29726 -0.115 -0.019 0.149 0.433
H -0.61925 -2.54837 -3.18815 0.216 -0.024 0.025 0.126
H -2.18742 -2.69790 -3.91820 -0.130 0.199 -0.075 0.594
H -2.47815 -4.85478 -3.44230 -0.356 -0.005 0.329 0.250
H 0.18017 -5.63761 -2.79067 0.108 0.011 0.158 0.303
H 0.29455 -4.39086 -4.01370 -0.019 0.065 -0.263 0.297
H -0.67243 -5.88335 -4.27547 0.052 0.034 -0.341 0.339
H -1.82155 -0.85105 1.83671 -0.121 0.083 -0.126 0.359
H -0.26080 -1.62145 2.19454 -0.006 0.042 0.163 0.208
H -1.76962 -2.52906 2.31898 -0.099 -0.121 0.066 0.143
H 0.53528 -2.52728 -0.83622 -0.314 -0.878 -0.041 0.111
C 4.59501 4.43842 -6.78807 -0.329 -0.015 -0.178 -1.508
C 4.43698 3.22893 -5.90059 -0.038 0.319 -0.354 0.794
C 5.40783 2.10781 -6.17544 0.147 -0.112 0.147 -0.471
O 4.66633 0.95699 -5.75241 -0.056 0.093 -0.143 -0.318
C 3.34642 1.25007 -5.89466 -0.164 -0.033 0.064 0.615
O 2.46624 0.45699 -5.81093 0.084 0.023 -0.012 -0.545
O 3.17526 2.57245 -6.14354 0.136 -0.206 0.053 -0.408
H 3.80661 5.16396 -6.58803 0.063 0.032 0.081 0.352
H 5.55958 4.91632 -6.61855 0.007 -0.018 0.064 0.272
H 4.51549 4.15950 -7.84062 0.071 -0.060 0.016 0.394
H 4.46290 3.52248 -4.85673 -0.003 -0.076 0.096 0.296
H 6.33250 2.19868 -5.61141 -0.073 -0.137 0.135 0.237
H 5.63804 1.99796 -7.23961 -0.058 0.101 -0.021 0.346
C 0.14891 5.52556 -1.35716 0.350 0.188 -0.241 -1.073
C -0.65203 6.23576 -2.41521 0.185 -0.356 0.319 0.573
C -1.24123 5.32853 -3.46198 -0.343 -0.098 -0.080 -0.312
O -1.34515 6.20396 -4.59861 0.196 0.078 0.087 -0.384
C -0.38258 7.14817 -4.46602 0.027 0.009 -0.019 0.567
O -0.06487 7.91620 -5.31859 -0.014 -0.028 0.051 -0.563
O 0.17078 7.09927 -3.22784 -0.179 0.048 -0.165 -0.384
H 0.61513 6.24314 -0.69012 -0.115 0.068 0.067 0.146
H -0.48447 4.86245 -0.77021 -0.038 0.034 0.013 0.308
H 0.95252 4.93807 -1.80598 -0.100 -0.081 -0.065 0.253
H -1.42314 6.85644 -1.94929 -0.040 0.019 -0.093 0.244
H -2.21977 4.94451 -3.18467 -0.058 0.052 -0.168 0.322
H -0.58690 4.49368 -3.72075 0.063 0.027 0.076 0.312
C 0.04971 -4.75597 3.83149 0.548 0.132 -0.074 -1.476
C -0.18244 -4.55167 5.30455 -0.158 0.071 -0.398 0.805
C -1.20708 -3.50005 5.64618 -0.166 -0.032 0.012 0.225
O -0.75916 -3.06363 6.94762 0.054 0.012 -0.013 -0.345
C 0.57821 -3.27140 7.00553 0.098 -0.054 -0.055 0.571
O 1.28644 -2.84964 7.86892 -0.055 -0.012 0.005 -0.604
O 0.99438 -4.01838 5.96272 -0.112 0.078 0.194 -0.418
H 0.86158 -5.46668 3.67656 -0.095 -0.103 0.012 0.407
H -0.85083 -5.13793 3.34917 -0.040 0.030 0.054 0.161
H 0.34075 -3.82852 3.33688 -0.151 0.055 0.022 0.442
H -0.42215 -5.50235 5.77578 0.008 0.019 0.132 0.119
H -2.21955 -3.88812 5.70709 0.241 0.068 0.011 -0.030
H -1.18537 -2.64448 4.96665 0.077 -0.041 -0.040 0.110
C 2.83340 7.30420 4.03557 -0.265 0.163 0.147 -1.471
C 2.13054 6.14727 3.37093 0.247 0.313 0.141 0.472
C 2.26885 6.09755 1.86772 0.118 -0.223 -0.151 -0.574
O 1.06942 5.42007 1.47639 0.081 0.095 0.366 -0.151
C 0.13267 5.67170 2.42874 -0.164 -0.034 0.007 0.568
O -1.02290 5.42591 2.31896 0.096 0.055 -0.015 -0.518
O 0.70467 6.25335 3.51627 -0.001 -0.159 -0.156 -0.370
H 2.61691 7.31916 5.10342 0.068 -0.068 0.006 0.357
H 3.91216 7.22813 3.89894 -0.001 -0.050 -0.015 0.371
H 2.48908 8.25374 3.62315 0.026 -0.032 -0.086 0.360
H 2.44311 5.20276 3.82466 -0.030 -0.045 -0.071 0.277
H 3.14397 5.54407 1.53507 -0.117 -0.120 -0.074 0.372
H 2.27327 7.09053 1.40932 0.014 0.051 0.107 0.318
C -4.86846 -3.03055 10.29594 -0.060 0.314 -0.147 -1.477
C -4.86741 -3.94872 9.09985 0.065 0.195 0.371 0.495
C -3.57388 -4.69699 8.87416 0.091 -0.174 0.047 -0.483
O -3.59244 -4.90166 7.45672 -0.078 0.065 0.044 -0.205
C -4.32192 -3.89705 6.91007 -0.050 0.121 -0.101 0.675
O -4.36038 -3.65240 5.74744 -0.197 -0.054 0.178 -0.562
O -4.97832 -3.20474 7.87495 0.010 -0.216 -0.106 -0.371
H -5.79926 -2.46544 10.34227 -0.036 -0.079 0.037 0.354
H -4.75936 -3.60110 11.21844 -0.005 -0.045 -0.023 0.378
H -4.05478 -2.30769 10.22699 0.064 -0.078 -0.009 0.350
H -5.71607 -4.63768 9.14917 0.030 -0.042 -0.059 0.243
H -3.53086 -5.64964 9.39701 -0.006 -0.083 -0.176 0.313
H -2.69100 -4.10452 9.12586 -0.057 0.080 0.023 0.307
C -9.03521 4.26040 -2.19348 -0.157 -0.114 -0.271 -1.482
C -8.91413 3.00843 -1.36093 0.032 0.330 -0.219 0.589
C -7.50066 2.62920 -0.98420 0.109 -0.023 0.189 -0.589
O -7.59937 1.21106 -0.84339 -0.129 0.097 -0.072 -0.224
C -8.60787 0.78435 -1.64457 0.105 -0.123 -0.112 0.556
O -8.82712 -0.34763 -1.91498 -0.131 0.110 0.057 -0.482
O -9.32783 1.85099 -2.10279 0.059 -0.076 0.172 -0.395
H -10.07061 4.42037 -2.49475 -0.009 0.036 0.084 0.355
H -8.69636 5.13072 -1.63101 0.005 -0.023 0.041 0.375
H -8.44345 4.17497 -3.10566 0.080 -0.019 0.056 0.359
H -9.55003 3.08067 -0.47305 0.044 -0.048 0.040 0.227
H -7.16625 3.08284 -0.05392 0.014 -0.170 0.064 0.332
H -6.77778 2.84949 -1.77361 -0.067 0.060 -0.052 0.298
C -1.41665 -9.08512 0.86358 0.373 0.083 -0.001 -1.447
C -1.67546 -9.01208 2.34750 -0.044 0.009 -0.495 0.542
C -2.64747 -7.93526 2.76869 -0.178 0.026 0.043 -0.369
O -2.20590 -7.64115 4.10343 0.089 -0.047 -0.033 -0.234
C -0.88466 -7.93260 4.16630 0.068 0.156 -0.094 0.605
O -0.16676 -7.60437 5.05705 -0.032 -0.338 0.013 -0.539
O -0.49142 -8.61602 3.06519 -0.117 -0.014 0.268 -0.358
H -0.64496 -9.82391 0.64710 -0.072 -0.069 0.014 0.358
H -2.32523 -9.36100 0.32867 -0.028 0.004 0.040 0.377
H -1.06113 -8.12598 0.48525 -0.104 0.046 0.020 0.332
H -1.98301 -9.99030 2.72975 -0.013 0.035 0.081 0.216
H -3.68292 -8.26631 2.77236 0.006 0.031 0.190 0.319
H -2.56072 -7.02783 2.16694 0.054 -0.053 -0.078 0.216
C 8.37565 8.29548 -4.91014 -0.315 0.000 -0.150 -1.462
C 8.24366 7.08089 -4.02648 0.132 0.352 -0.253 0.528
C 9.23070 5.97355 -4.31209 0.143 -0.085 0.136 -0.521
O 8.50885 4.81023 -3.88592 -0.051 0.079 -0.086 -0.304
C 7.18748 5.08522 -4.01074 -0.114 -0.025 0.033 0.600
O 6.31732 4.27882 -3.92542 0.277 0.132 0.080 -0.540
O 6.99440 6.40419 -4.25403 0.080 -0.167 0.122 -0.296
H 7.57862 9.00806 -4.70049 0.052 0.024 0.072 0.357
H 9.33508 8.78636 -4.74732 0.012 -0.026 0.043 0.382
H 8.29215 8.01900 -5.96202 0.072 -0.058 0.013 0.348
H 8.27616 7.37312 -2.97323 0.005 -0.082 0.025 0.267
H 10.16036 6.07099 -3.75689 -0.052 -0.157 0.091 0.308
H 9.45399 5.87193 -5.37686 -0.046 0.096 -0.022 0.291
```
Positions in Å, forces in eV/Å.

## Properties
Net charge   -1
Calculated total energy   -126365.223 eV

[2]
Formula: C4H6O2S2
Source: the OMol25 dataset
Level of theory: the ωB97M-V functional and the def2-TZVPD basis

XYZ file:
```
14
Properties=species:S:1:pos:R:3:forces:R:3:nbo_charge:R:1
O -2.68098 -0.78032 -0.26836 -1.702 0.298 -0.480 -0.598
C -1.58989 -0.72663 0.20194 1.197 0.132 -1.247 0.778
O -1.15823 -1.67247 1.01115 -0.507 -0.557 0.831 -0.662
C -0.58483 0.29294 -0.09781 0.821 -0.842 1.592 -0.521
C 0.85601 -0.07014 0.31816 -1.412 0.329 0.516 -0.438
S 1.67148 1.51582 0.37814 0.757 0.669 -1.036 0.036
C 1.70707 -0.90536 -0.57714 0.479 0.059 -0.692 -0.301
S 2.32468 -2.26222 0.01186 0.281 -0.319 -0.520 0.110
H -2.02883 -2.08876 1.05798 -0.016 -1.423 0.825 0.500
H -0.67202 0.61075 -1.07251 -0.138 0.518 -2.416 0.238
H -0.91387 1.13236 0.47676 0.054 0.770 0.574 0.260
H 0.76891 -0.55197 1.30882 0.516 0.418 -0.474 0.272
H 1.46146 1.53690 -0.99308 0.453 0.762 1.038 0.112
H 2.03107 -0.45830 -1.59242 -0.784 -0.814 1.489 0.213
```
Positions in Å, forces in eV/Å.

## Properties
Energy above the lowest of the compared OMol25 structures with the same formula, charge and spin   41.74 kcal/mol
SMILES   O=C(O)C[C@H](S)C=S
Calculated total energy   -30009.572 eV

[3]
Formula: C4H6NO
Source: the OMol25 dataset
Level of theory: the ωB97M-V functional and the def2-TZVPD basis

XYZ file:
```
12
Properties=species:S:1:pos:R:3:forces:R:3:nbo_charge:R:1
C 2.70170 0.36710 -0.09539 -1.148 -0.241 -1.200 0.049
C 3.59946 0.75189 0.55847 0.313 0.119 0.016 -0.041
C -3.05496 0.40987 -0.40215 -2.147 0.888 -1.870 0.314
C 0.54010 -0.31582 -0.26467 -0.883 -2.982 -1.978 0.175
N 1.61529 0.04947 -0.87012 0.976 0.501 -1.272 -0.458
O -1.99108 0.61153 0.07174 1.865 -0.464 1.355 -0.553
H -3.84480 -0.29073 -0.05374 0.552 0.012 0.277 0.137
H 4.41445 1.13511 1.05614 1.284 0.472 0.977 0.261
H -3.32246 1.02765 -1.29590 -0.310 -0.435 0.222 0.114
H -0.32769 -0.77443 -0.85341 1.288 1.390 0.870 0.262
H 0.67743 -0.63100 0.76740 -0.478 0.916 0.191 0.249
H 1.83016 0.13124 -1.94433 -1.312 -0.176 2.413 0.491
```
Positions in Å, forces in eV/Å.

## Properties
Net charge   +1
Energy above the lowest of the compared OMol25 structures with the same formula, charge and spin   85.93 kcal/mol
Calculated total energy   -7771.171 eV

[4]
Formula: C3H7O2
Source: the OMol25 dataset
Level of theory: the ωB97M-V functional and the def2-TZVPD basis

XYZ file:
```
12
Properties=species:S:1:pos:R:3:forces:R:3:nbo_charge:R:1
C 1.96925 -0.54338 0.05870 -1.694 0.222 0.229 -0.266
O 0.51350 -0.71196 0.09046 0.995 -0.624 0.960 -0.689
C -0.40600 0.55326 -0.32563 -1.705 -1.147 -1.603 0.443
C -1.91642 0.08136 0.22911 1.412 -0.500 -0.575 -0.678
O -0.39412 0.78975 -1.60735 0.560 0.158 1.735 -0.870
H 2.41528 -0.07444 0.99597 -0.601 -0.411 -0.916 0.129
H 2.58937 -1.44501 -0.20596 -1.105 0.236 0.521 0.150
H 2.05064 0.08222 -0.79405 0.958 1.184 -0.764 0.188
H -0.04657 1.32459 0.40233 0.087 0.007 -0.224 0.049
H -1.73648 -0.33534 1.21775 -0.215 -0.297 0.209 0.181
H -2.47648 -0.67394 -0.42284 1.145 0.987 0.658 0.188
H -2.56198 0.95289 0.36151 0.166 0.185 -0.230 0.174
```
Positions in Å, forces in eV/Å.

## Properties
Net charge   -1
Energy above the lowest of the compared OMol25 structures with the same formula, charge and spin   60.99 kcal/mol
SMILES   CO[C@H](C)[O-]
Calculated total energy   -7318.307 eV